Record 1
C4H15NOSi2 | ωB97M-V/def2-TZVPD

Structure (XYZ):
```
23
Properties=species:S:1:pos:R:3:forces:R:3:mulliken_charge:R:1
C -3.422879 -1.221685 0.077385 0.4 0.3 -0.1 -1.02
C -2.357661 1.632014 0.553716 0.2 -0.4 -0.2 -1.04
C 1.412235 1.344501 -0.987037 0.3 -0.6 0.2 -0.77
C 2.964128 -0.120630 1.537852 -0.4 0.0 -0.6 -1.00
N 2.164555 -1.620734 -0.984380 0.0 0.7 0.5 -0.41
O -0.644487 -0.742998 0.544635 3.5 -0.3 0.4 -0.63
Si -1.898594 -0.097438 -0.120766 -1.7 0.7 -0.2 0.35
Si 1.998607 -0.188265 -0.079058 -2.2 -0.5 0.3 0.72
H -4.349685 -0.717859 -0.183205 -0.2 0.1 -0.1 0.31
H -3.323642 -2.095074 -0.561263 0.0 -0.2 -0.1 0.24
H -3.511574 -1.575760 1.100692 0.0 0.0 0.2 0.30
H -1.490422 2.290055 0.566080 0.2 0.1 0.0 0.28
H -3.118562 2.115329 -0.055488 -0.1 0.0 -0.1 0.31
H -2.734370 1.578809 1.569990 -0.1 -0.1 0.3 0.29
H 2.198470 2.073672 -1.163888 0.2 0.0 0.0 0.38
H 0.969817 1.075738 -1.944575 0.0 -0.2 0.0 0.30
H 0.624569 1.807488 -0.398890 0.0 0.0 0.2 0.07
H 2.588375 -0.866687 2.236236 -0.1 -0.1 -0.1 0.33
H 4.023752 -0.312048 1.380270 0.1 0.0 -0.2 0.36
H 2.867611 0.852208 2.012882 -0.1 0.1 -0.1 0.32
H 2.543857 -2.454556 -0.558300 0.0 0.1 0.0 0.24
H 1.387730 -1.863272 -1.589706 0.1 0.1 0.0 0.25
H -1.727773 0.119141 -1.591740 0.0 0.1 -0.3 -0.19
```
Positions in Å, forces in eV/Å.

Properties
- Max |F|: 3.51 eV/Å
- E_LUMO: 0.1196 eV
- Gap between HOMO and LUMO: 8.4 eV


Record 2
C4H15NSi2 | ωB97M-V/def2-TZVPD

Structure (XYZ):
```
22
Properties=species:S:1:pos:R:3:forces:R:3:mulliken_charge:R:1
C 0.950200 -0.010491 1.644375 -2.2 -1.2 0.7 -1.66
C -0.116343 -1.992703 0.397238 2.1 2.4 0.1 -1.55
C -0.742882 0.215482 -1.644004 -0.5 -4.5 -0.4 -1.11
C -0.104436 -0.363508 0.596411 0.9 -3.9 -0.6 0.39
N 0.235935 0.191467 -0.619776 0.7 2.0 -3.1 0.37
Si 1.754546 0.316339 -1.404600 0.5 -0.5 1.5 0.32
Si -2.913766 2.893254 1.095259 -1.3 2.7 -1.2 0.15
H 1.343058 0.973541 1.492902 0.2 0.4 0.0 0.46
H 0.257616 -0.011035 2.497635 1.2 -0.1 0.8 0.39
H 1.726743 -0.807350 1.663785 -0.5 0.8 0.3 0.37
H 0.932444 -2.284905 0.442386 0.3 0.0 -1.0 0.31
H -0.633994 -2.398338 -0.434797 -0.3 0.0 -1.0 0.36
H -0.411972 -2.529483 1.211174 -1.7 -1.1 2.7 0.50
H -1.557307 0.836761 -1.443542 -1.8 0.7 0.5 0.24
H -0.335702 0.546624 -2.551851 0.6 0.7 -1.4 0.40
H -1.043008 -0.933775 -1.911311 -0.1 2.6 0.5 0.24
H -1.141883 -0.179751 0.754706 -0.8 1.0 1.0 0.39
H 2.212162 -0.890749 -2.150615 -0.1 0.1 -0.1 -0.13
H 1.760631 1.483257 -2.273841 0.1 0.3 -0.3 -0.13
H 2.510227 0.453534 -0.164773 1.2 0.2 -0.3 -0.17
H -1.485800 2.877422 1.232275 1.5 -0.4 0.3 -0.07
H -3.196470 1.614408 1.570963 -0.1 -2.3 0.9 -0.08
```
Positions in Å, forces in eV/Å.

Properties
- Max |F|: 4.50 eV/Å
- E_LUMO: -1.1156 eV
- Gap between HOMO and LUMO: 7.2 eV


Record 3
C4H16 | ωB97M-V/def2-TZVPD

Structure (XYZ):
```
20
Properties=species:S:1:pos:R:3:forces:R:3:mulliken_charge:R:1
C 1.465108 2.468219 -5.287156 -0.2 -1.8 -0.1 -1.41
H 1.200603 2.976072 -6.197667 0.2 0.7 -0.1 0.34
H 2.272323 1.752443 -5.499008 0.0 0.4 0.0 0.29
H 1.717352 3.045759 -4.416984 0.0 0.6 0.1 0.33
H 0.601527 1.833410 -5.062545 0.0 0.2 0.2 0.34
C -3.215082 1.046988 1.733879 -0.1 1.0 0.2 -1.87
H -3.072701 2.017100 2.239332 0.5 -0.5 0.3 0.42
H -3.483446 1.406004 0.734502 -0.1 -0.8 -0.1 0.46
H -2.343284 0.389614 1.753686 0.1 0.4 -0.1 0.31
H -4.014755 0.546490 2.269179 -0.4 -0.1 -0.3 0.39
C -0.661191 -4.502675 1.379428 -0.1 0.5 2.2 -1.80
H -0.674010 -3.425616 1.209032 0.0 -0.1 0.0 0.37
H -0.022827 -4.979506 0.656855 -0.2 -0.5 -0.3 0.34
H -0.306077 -4.673934 2.423966 0.6 0.3 -0.8 0.41
H -1.673625 -4.853220 1.572806 -0.3 -0.3 -1.2 0.43
C 2.450834 0.991969 2.068759 -0.9 0.5 1.2 -2.34
H 1.953848 1.019058 3.073375 -0.1 1.0 -0.9 0.53
H 3.385105 0.585324 2.386638 0.8 -1.0 -0.7 0.41
H 1.773514 0.438386 1.436659 0.3 -0.8 -0.2 0.57
H 2.646787 1.918117 1.525265 -0.2 0.4 0.7 0.49
```
Positions in Å, forces in eV/Å.

Properties
- Max |F|: 2.30 eV/Å
- Charge: -1
- E_LUMO (spin up / spin down): 3.3263 / 3.3224 eV
- 2S+1: 2
- Gap between HOMO and LUMO (spin up / spin down): 2.1 / 12.3 eV
- <S²>: 0.75


Record 4
C4H16Br2CuN8O4 | ωB97M-V/def2-TZVPD

Structure (XYZ):
```
35
Properties=species:S:1:pos:R:3:forces:R:3:mulliken_charge:R:1
Cu 0.568544 -0.007830 -0.036137 0.1 0.6 0.3 1.15
Br -1.021272 -1.577400 1.495099 0.3 0.3 -0.2 -0.78
Br 2.099999 1.667738 -1.459750 -0.8 -0.7 0.4 -0.62
C 3.177374 -1.120179 1.751609 -1.6 0.3 1.3 0.54
O 2.370638 -0.576988 1.009401 1.0 -0.3 -0.6 -0.28
N 2.698889 -1.830745 2.834519 0.5 0.3 -1.1 -0.40
N 4.528906 -1.028634 1.720449 0.0 -0.1 -0.3 -0.40
H 1.694672 -1.913008 2.869575 0.0 -0.1 0.4 0.16
H 3.340263 -2.085323 3.554992 -0.4 -0.4 0.4 0.15
H 5.020507 -0.447627 1.066870 -0.2 0.1 0.0 0.24
H 4.992334 -1.388168 2.527608 0.5 0.0 -0.1 0.15
C -2.644218 0.718084 -1.235958 2.4 -1.3 1.1 0.59
O -1.429729 0.729670 -0.981305 -0.3 1.0 -0.6 -0.62
N -3.441325 -0.070707 -0.484480 -1.0 0.5 -0.8 -0.29
N -3.194402 1.391928 -2.267999 -1.2 0.0 0.0 -0.45
H -4.420065 -0.073837 -0.712299 -0.1 -0.3 0.5 0.15
H -3.028719 -0.630947 0.252070 0.1 0.1 0.0 0.08
H -4.092567 1.042760 -2.555420 0.0 0.4 -0.3 0.17
H -2.647684 1.911349 -2.927163 0.3 -0.2 0.1 0.24
C 0.001314 2.691115 1.607575 0.7 -0.3 -1.2 0.68
O 0.521113 1.574240 1.524095 -0.2 -0.4 0.3 -0.56
N -0.076929 3.391415 2.769214 -0.1 -0.6 -0.2 -0.43
N -0.439986 3.345319 0.508811 -0.2 0.0 0.5 -0.34
H 0.435637 3.026834 3.550642 -0.1 0.2 0.1 0.26
H -0.416771 4.328497 2.705350 0.2 0.2 0.5 0.15
H -0.954454 4.190809 0.658049 -0.1 0.1 -0.5 0.19
H -0.441471 2.843644 -0.367285 0.0 0.1 0.0 0.15
C -0.108395 -2.235635 -2.115236 -0.8 0.0 1.3 0.81
O 0.598569 -1.567393 -1.352975 0.3 0.1 -0.4 -0.58
N -1.230599 -2.883423 -1.695409 0.5 0.4 -0.3 -0.30
N 0.199592 -2.399567 -3.412415 0.5 0.3 0.3 -0.46
H -1.550985 -2.750883 -0.745590 0.1 0.0 0.1 0.11
H -1.728877 -3.426013 -2.369642 -0.4 -0.2 0.2 0.15
H -0.435412 -2.895292 -4.000233 0.3 0.0 -0.5 0.15
H 1.055507 -1.943802 -3.686632 -0.2 -0.1 -0.5 0.25
```
Positions in Å, forces in eV/Å.

Properties
- Max |F|: 2.94 eV/Å
- E_LUMO (spin up / spin down): 0.4766 / -0.6988 eV
- 2S+1: 2
- Gap between HOMO and LUMO (spin up / spin down): 8.2 / 7.0 eV
- <S²>: 0.75


Record 5
C4H16ClN8O4 | ωB97M-V/def2-TZVPD

Structure (XYZ):
```
33
Properties=species:S:1:pos:R:3:forces:R:3:mulliken_charge:R:1
Cl -27.269450 -15.865376 17.390174 -0.4 0.3 0.1 -0.85
C -29.803713 -14.639278 20.668260 -3.5 1.0 1.3 0.58
O -30.355846 -14.603606 21.745674 -1.0 0.0 2.1 -0.72
N -30.437060 -14.132106 19.606542 -0.9 1.2 -2.5 -0.34
N -28.710169 -15.251283 20.472103 4.2 -1.7 -0.9 -0.18
H -29.956034 -13.861864 18.760561 -0.2 -0.2 0.1 0.20
H -31.410098 -13.881632 19.709297 0.5 0.2 0.2 0.17
H -28.340719 -15.244341 19.532121 0.6 -0.8 0.0 0.03
H -28.429582 -15.889944 21.202502 0.4 0.2 -0.4 0.20
C -29.116532 -12.956020 15.339189 -1.3 -2.6 -4.5 0.61
O -29.801995 -12.348095 14.619862 -4.7 5.4 -3.7 -0.71
N -28.840499 -14.159939 14.915556 1.8 -5.1 0.0 -0.28
N -28.555820 -12.534642 16.357445 4.0 1.7 7.9 -0.20
H -29.289958 -14.556318 14.102553 -0.1 0.7 0.4 0.19
H -28.331158 -14.817011 15.489092 0.2 -0.2 0.1 0.11
H -28.227412 -13.278775 16.956200 0.7 0.3 0.4 0.03
H -28.619435 -11.608389 16.755082 -0.4 -0.3 -0.5 0.21
C -24.718259 -13.082046 18.280696 0.9 1.3 1.4 0.60
O -24.004376 -12.126451 18.518662 0.6 1.2 2.2 -0.72
N -25.355440 -13.936779 19.062736 0.2 0.1 4.7 -0.25
N -24.935051 -13.378173 17.074483 -1.7 -1.8 -7.4 -0.35
H -25.292191 -13.639496 20.025914 -0.2 -0.6 0.1 0.19
H -25.992081 -14.682580 18.820717 0.0 0.1 -0.6 0.06
H -25.596387 -14.128851 16.935818 -0.1 -0.1 -0.6 0.20
H -24.976359 -12.638243 16.388267 0.4 -0.2 0.2 0.23
C -29.864782 -18.781201 18.847011 3.8 -0.5 -0.5 0.66
O -28.708755 -19.199402 18.894077 -0.1 -0.7 0.5 -0.69
N -30.916024 -19.493931 19.169960 -2.2 -2.4 1.3 -0.42
N -30.125599 -17.593647 18.408861 -1.5 3.5 -1.2 -0.22
H -31.850665 -19.137134 19.031209 0.3 -0.3 0.4 0.18
H -30.673539 -20.200374 19.849834 -0.7 -0.1 -0.2 0.23
H -29.386263 -16.994792 18.069963 0.2 0.0 0.0 0.04
H -31.047698 -17.222977 18.588976 0.4 0.4 -0.2 0.18
```
Positions in Å, forces in eV/Å.

Properties
- Max |F|: 9.05 eV/Å
- Charge: -1
- E_LUMO: 2.7423 eV
- Gap between HOMO and LUMO: 9.3 eV


Record 6
C4H16FMgO4 | ωB97M-V/def2-TZVPD

Structure (XYZ):
```
26
Properties=species:S:1:pos:R:3:forces:R:3:mulliken_charge:R:1
Mg 23.445310 -25.615911 0.721705 -0.8 -1.5 -0.2 1.34
F 23.647246 -27.409118 0.786689 0.1 0.8 0.0 -0.59
C 20.598368 -28.421008 -1.040642 0.5 -0.4 0.8 -0.46
O 20.722447 -28.123652 0.382028 -0.5 0.8 -0.4 -0.66
H 20.427829 -27.502514 -1.601600 0.2 0.0 -0.1 0.22
H 21.524240 -28.920388 -1.315066 -0.1 0.1 -0.6 0.25
H 19.761062 -29.093028 -1.200382 -0.1 0.0 0.1 0.25
H 21.625099 -28.298447 0.674439 0.0 -0.2 -0.1 0.35
C 26.030152 -28.470637 -1.817512 -0.5 0.1 0.0 -0.47
O 25.013584 -27.444475 -1.922114 0.3 0.3 0.0 -0.52
H 26.657155 -28.324187 -0.940697 0.0 0.0 0.0 0.22
H 25.541999 -29.444435 -1.761254 0.2 -0.1 0.0 0.24
H 26.634539 -28.429691 -2.717549 0.0 0.1 -0.1 0.26
H 24.497649 -27.480212 -1.115944 -0.1 -0.5 0.2 0.28
C 20.886881 -24.398189 -0.175624 -1.1 0.2 1.0 -0.46
O 21.488837 -25.594531 0.395561 0.8 1.5 -0.4 -0.42
H 20.322002 -24.640130 -1.069301 0.4 0.1 -0.3 0.25
H 20.172999 -23.984558 0.542818 0.0 -0.2 0.0 0.31
H 21.620919 -23.600834 -0.301553 0.2 -0.3 -0.4 0.22
H 20.910766 -26.394799 0.296972 0.2 -0.7 0.4 0.42
C 26.058043 -29.739742 2.727491 0.2 -0.3 0.8 -0.62
O 25.855547 -29.099792 1.482352 -0.2 0.2 0.1 -0.42
H 26.306776 -30.794676 2.598794 0.0 0.0 -0.1 0.24
H 26.871056 -29.272906 3.290902 0.1 0.1 -0.3 0.25
H 25.192510 -29.692031 3.396651 -0.1 0.0 -0.3 0.28
H 24.941049 -28.806843 1.445942 0.1 0.0 -0.2 0.24
```
Positions in Å, forces in eV/Å.

Properties
- Max |F|: 1.76 eV/Å
- Charge: +1
- E_LUMO: -6.7411 eV
- Gap between HOMO and LUMO: 5.9 eV


Record 7
C4H16IN8O4 | ωB97M-V/def2-TZVPD

Structure (XYZ):
```
33
Properties=species:S:1:pos:R:3:forces:R:3:mulliken_charge:R:1
I 1.617394 -0.851511 -1.039636 0.0 -0.1 0.0 -0.61
C -1.967818 -3.861472 -1.246273 -0.1 0.5 -0.3 0.46
O -3.145326 -3.980304 -1.575009 0.6 -0.4 0.4 -0.66
N -1.486012 -2.806609 -0.519412 0.1 -0.3 0.2 -0.19
N -0.966645 -4.745455 -1.602446 -0.9 0.2 -0.2 -0.39
H -0.531517 -2.508869 -0.687022 0.0 0.3 0.2 0.06
H -2.139555 -2.121689 -0.191095 -0.1 0.1 -0.3 0.16
H -0.056167 -4.642366 -1.199229 0.1 -0.2 0.1 0.20
H -1.288471 -5.633490 -1.942205 0.2 0.0 -0.1 0.22
C -0.714569 1.978693 1.204066 1.0 -0.7 0.2 0.68
O 0.472114 2.284487 1.312804 -0.8 0.0 -0.4 -0.59
N -1.153620 0.848609 0.558917 0.7 0.6 0.4 -0.18
N -1.705173 2.749534 1.732006 -0.4 0.7 0.2 -0.47
H -2.114144 0.595462 0.662900 -0.1 -0.3 -0.3 0.14
H -0.421702 0.220170 0.220677 -0.4 0.0 -0.1 -0.11
H -2.614499 2.387874 1.942198 -0.1 -0.1 -0.1 0.16
H -1.411593 3.569298 2.232848 0.1 -0.1 0.0 0.23
C 1.778512 -1.097738 3.632190 1.3 0.7 0.4 0.61
O 2.198758 -1.294504 4.778795 -0.1 0.1 -0.7 -0.72
N 0.641612 -1.673531 3.190747 -0.9 -0.5 0.0 -0.31
N 2.390563 -0.298573 2.695502 -0.9 -0.8 1.1 -0.21
H 0.161582 -2.255135 3.852375 -0.1 0.1 -0.1 0.19
H 0.222243 -1.459791 2.304147 0.1 -0.1 -0.1 0.21
H 1.933805 -0.245954 1.801058 0.6 0.4 -0.5 0.04
H 3.305138 0.048346 2.896681 0.0 0.2 -0.2 0.17
C 0.631621 3.552466 -3.095739 -0.7 0.7 0.3 0.59
O -0.020228 4.605370 -3.077151 0.3 -0.7 0.0 -0.70
N 0.834440 2.766083 -2.020691 0.2 0.0 0.2 -0.13
N 1.189674 3.093761 -4.258796 -0.3 0.5 0.3 -0.40
H 0.357227 2.955174 -1.158295 0.1 0.2 0.1 0.10
H 1.303268 1.879165 -2.094234 -0.1 -0.2 0.1 0.05
H 1.825643 2.322922 -4.257892 0.0 -0.1 -0.4 0.19
H 0.873443 3.619584 -5.052799 0.5 -0.3 -0.3 0.22
```
Positions in Å, forces in eV/Å.

Properties
- Max |F|: 1.64 eV/Å
- Charge: -1
- E_LUMO: 2.7316 eV
- Gap between HOMO and LUMO: 8.0 eV


Record 8
C4H16KO4 | ωB97M-V/def2-TZVPD

Structure (XYZ):
```
25
Properties=species:S:1:pos:R:3:forces:R:3:mulliken_charge:R:1
K 2.925875 -23.624914 6.637545 -0.2 0.0 -0.1 0.98
C 2.973020 -23.639677 1.216081 0.1 -0.3 -0.6 -0.50
O 2.695819 -24.639571 2.186979 0.1 0.1 0.5 -0.50
H 4.027887 -23.375529 1.141254 0.2 -0.1 0.3 0.24
H 2.710014 -24.069602 0.249599 -0.2 0.6 -0.2 0.25
H 2.421047 -22.724995 1.432370 -0.2 -0.2 0.0 0.20
H 2.700559 -25.481202 1.725198 0.0 0.0 0.2 0.32
C 0.731921 -28.140980 9.037059 -1.1 0.7 0.7 -0.55
O 1.733435 -27.936471 8.074344 0.5 -0.2 0.0 -0.50
H 0.680838 -27.292183 9.718997 0.4 0.3 -0.2 0.21
H -0.247784 -28.148669 8.559330 -0.2 -0.4 0.0 0.26
H 0.841072 -28.992327 9.708912 0.3 -0.4 -0.4 0.27
H 1.801107 -28.763226 7.591125 0.2 0.0 -0.2 0.31
C -2.663248 -23.995457 7.670552 -0.7 0.9 0.5 -0.54
O -1.502509 -23.207907 7.974746 0.6 -0.8 -0.3 -0.50
H -2.563829 -24.768439 6.908510 0.8 0.3 0.0 0.23
H -3.030602 -24.485272 8.572342 -0.1 -0.1 0.0 0.24
H -3.389521 -23.253911 7.337784 -0.5 -0.5 -0.2 0.26
H -1.751763 -22.677600 8.735177 0.1 0.1 0.0 0.31
C 1.814950 -18.604431 8.213198 0.9 1.0 1.1 -0.55
O 1.968885 -19.218591 6.967728 -0.5 -0.7 -0.6 -0.50
H 2.662338 -17.932099 8.347408 -0.1 0.4 0.1 0.25
H 0.893325 -18.031158 8.313467 0.0 -0.1 0.0 0.27
H 1.917861 -19.275899 9.065627 -0.4 -0.5 -0.2 0.21
H 1.281170 -18.842923 6.413165 0.1 -0.2 -0.3 0.32
```
Positions in Å, forces in eV/Å.

Properties
- Max |F|: 1.77 eV/Å
- Charge: +1
- E_LUMO: -3.8111 eV
- Gap between HOMO and LUMO: 9.1 eV


Look up the max |F| of the third one. 2.30 eV/Å


Among the records above, which one has the lowest max |F|? C4H16IN8O4


The highest max |F| belongs to which entry? C4H16ClN8O4